--- 1 ---
Here is a cluster of 5 separate species, H10O5 in total from the Open Molecules 2025 dataset. Energies are from ωB97M-V/def2-TZVPD.

Results
Frontier orbital gap (eV): 12.017
LUMO energy (eV): 0.7
SMILES: O.O.O.O.O
Net charge: 0
HOMO energy (eV): -11.30

Atoms and positions in Å:
O -5.2660 3.5479 8.3279
H -4.5224 3.9675 7.8927
H -6.0160 4.1417 8.2848
O -3.4469 1.7032 8.7212
H -3.8019 2.1041 7.9315
H -4.2539 1.5629 9.2499
O -1.3098 0.1781 8.1402
H -1.9720 -0.2432 7.5861
H -2.0167 0.4369 8.7810
O -3.4073 4.4798 6.4467
H -2.9805 3.6026 6.3736
H -2.6554 4.9676 6.9616
O -1.6073 2.0722 6.2899
H -0.9582 2.0665 5.5710
H -1.3496 1.4743 7.0213

natural (NBO) atomic charge list, values in e, 2 entries: number 1, O, carries -0.99; number 2, H, carries 0.49



--- 2 ---
Here is a cluster of 5 separate species, H10O5 in total from the Open Molecules 2025 dataset. Energies are from ωB97M-V/def2-TZVPD.

Results
Frontier orbital gap (eV): 11.252
LUMO energy (eV): 0.4
SMILES: O.O.O.O.O
Net charge: 0
HOMO energy (eV): -10.86

Atoms and positions in Å:
O 7.5256 5.7050 4.0729
H 6.7925 5.2044 4.5288
H 7.4124 5.3113 3.1700
O 5.3624 3.3992 3.9133
H 4.8672 4.0700 4.3388
H 5.2360 2.5494 4.3930
O 7.4146 5.3441 7.0661
H 7.6757 4.7672 7.8217
H 8.1699 5.5122 6.4895
O 4.5644 4.0495 6.8234
H 3.7239 4.3611 7.2562
H 5.0723 4.8415 6.6141
O 4.4692 6.0947 4.7163
H 3.6280 5.9024 4.4347
H 4.5120 7.0868 4.5254

natural (NBO) atomic charge list, values in e, 2 entries: number 1, O, carries -0.97; number 2, H, carries 0.49



--- 3 ---
Here is a cluster of 5 separate species, H10O5 in total from the Open Molecules 2025 dataset. Energies are from ωB97M-V/def2-TZVPD.

Results
Frontier orbital gap (eV): 11.269
LUMO energy (eV): 0.5
SMILES: O.O.O.O.O
Net charge: 0
HOMO energy (eV): -10.74

Atoms and positions in Å:
O 2.5169 1.9335 0.3958
H 1.5585 2.1043 0.1910
H 3.1153 2.1125 -0.3776
O -1.2224 -0.6397 -0.5875
H -0.2471 -0.8498 -0.4919
H -1.3442 -0.1868 -1.4343
O -2.1367 -2.9402 0.6787
H -2.5632 -3.5725 0.0922
H -2.1080 -2.1413 0.1799
O -0.3436 2.2542 -0.0374
H -0.9587 2.9560 0.1069
H -0.9649 1.4829 -0.1620
O 1.2980 -0.8493 0.2766
H 1.8000 -1.6422 0.5195
H 1.6000 -0.0216 0.6501

natural (NBO) atomic charge list, values in e, 2 entries: number 1, O, carries -1.00; number 2, H, carries 0.51



3 takes first place; second place is 0.0054 hartree up.



--- 1 ---
Here is a cluster of 5 separate species, H10O5 in total from the Open Molecules 2025 dataset. Energies are from ωB97M-V/def2-TZVPD.

Results
Frontier orbital gap (eV): 11.932
LUMO energy (eV): 0.4
SMILES: O.O.O.O.O
Net charge: 0
HOMO energy (eV): -11.50

Atoms and positions in Å:
O -4.5489 1.1413 -1.9064
H -4.6402 1.9506 -2.4094
H -3.7448 1.2621 -1.4014
O -2.3345 -2.7424 -3.7590
H -1.7754 -2.2499 -4.3599
H -2.8420 -2.0729 -3.3002
O 4.7592 -1.3946 2.8728
H 4.4110 -1.8501 3.6393
H 4.1916 -0.6309 2.7692
O 2.1840 2.8904 2.7809
H 2.2228 3.6064 2.1467
H 1.3014 2.9424 3.1478
O -0.0079 -0.7811 0.1397
H 0.8816 -0.4647 -0.0180
H -0.0579 -1.6067 -0.3422

natural (NBO) atomic charge list, values in e, 2 entries: number 1, O, carries -0.94; number 2, H, carries 0.47



--- 2 ---
Here is a cluster of 5 separate species, H10O5 in total from the Open Molecules 2025 dataset. Energies are from ωB97M-V/def2-TZVPD.

Results
Frontier orbital gap (eV): 11.545
LUMO energy (eV): 0.1
SMILES: O.O.O.O.O
Net charge: 0
HOMO energy (eV): -11.40

Atoms and positions in Å:
O 1.3093 0.8043 -0.9822
H 0.4354 1.1339 -1.1614
H 1.4579 0.4716 -0.1453
O -1.2541 1.2131 -1.0544
H -1.8309 0.6785 -0.4336
H -1.1006 1.9825 -0.4008
O 1.2265 0.0706 3.1115
H 0.7614 0.3959 2.2919
H 0.4085 -0.0781 3.5238
O -0.4878 -0.9517 0.6487
H 0.3265 -1.3883 0.9837
H -0.5760 -1.4395 -0.2048
O -0.3527 -1.4453 -1.9831
H 0.4613 -0.8081 -1.9417
H -0.7847 -0.6393 -2.2523

natural (NBO) atomic charge list, values in e, 2 entries: number 1, O, carries -0.98; number 2, H, carries 0.49



1 takes first place; second place is 0.0166 hartree up.



--- 1 ---
Here is a cluster of 2 separate species, H4NO2PS in total from the Open Molecules 2025 dataset. Energies are from ωB97M-V/def2-TZVPD.

Results
Frontier orbital gap (eV): 9.363
LUMO energy (eV): -0.2
SMILES: O=PS.NO
Net charge: 0
HOMO energy (eV): -9.53

Atoms and positions in Å:
O -2.6498 -0.5863 1.6272
P -2.3012 0.7443 1.2158
S -3.0399 0.8488 -0.7684
H -2.3838 2.0459 -0.6735
N 1.2879 -0.6818 0.0781
O -0.0663 -0.6692 0.4367
H 1.7639 -0.5245 0.8812
H 1.2107 0.0996 -0.5545
H -0.3838 -1.6481 0.6713

natural (NBO) atomic charge list, values in e, 2 entries: number 1, O, carries -1.05; number 2, P, carries 1.25



--- 2 ---
Here is a cluster of 3 separate species, H4NO2PS in total from the Open Molecules 2025 dataset. Energies are from ωB97M-V/def2-TZVPD.

Results
Frontier orbital gap (eV): 9.290
LUMO energy (eV): 0.3
Net charge: 0
HOMO energy (eV): -9.00

Atoms and positions in Å:
N 1.6840 1.1697 0.1684
O -1.1917 -2.9214 -0.6367
O 0.2865 -0.8490 -0.1548
P -0.1628 -2.0418 -1.1276
S 0.4295 0.4586 0.8104
H 2.6894 1.1973 0.5287
H 1.5216 1.8008 -0.6359
H -2.5797 0.1541 0.5889
H -2.6766 1.0318 0.4585

natural (NBO) atomic charge list, values in e, 2 entries: number 1, N, carries -1.04; number 2, O, carries -1.02



--- 3 ---
Here is an isolated molecule of H4NO2PS from the Open Molecules 2025 dataset. Energies are from ωB97M-V/def2-TZVPD.

Results
Frontier orbital gap (eV): 10.384
LUMO energy (eV): 0.1
SMILES: NS(=O)(=O)P
Net charge: 0
HOMO energy (eV): -10.29

Atoms and positions in Å:
N 0.7074 1.3544 0.5668
S 0.5790 -0.1928 -0.0262
O 1.4545 -0.8933 0.9002
O 0.8894 -0.2572 -1.4369
P -1.4556 -0.9407 0.0460
H 0.6579 1.0764 1.5387
H -0.1123 1.9848 0.2255
H -0.7648 -1.9546 -0.7991
H -1.9556 -0.1770 -1.0150

natural (NBO) atomic charge list, values in e, 2 entries: number 1, N, carries -1.02; number 2, S, carries 2.00



2 takes first place; second place is 0.0125 hartree up.



--- 1 ---
Here is an isolated molecule of C2H3NO2 from the Open Molecules 2025 dataset. Energies are from ωB97M-V/def2-TZVPD.

Results
Frontier orbital gap (alpha / beta) (eV): 8.050 / 8.106
LUMO energy (alpha / beta) (eV): -0.6 / -0.5
SMILES: [O-][N+]1=CCO1
Net charge: 0
HOMO energy (alpha / beta) (eV): -8.62 / -8.64

Atoms and positions in Å:
O 0.3973 -1.4881 -1.8878
N 0.3347 -0.7493 -0.9618
C -0.2559 0.8715 -0.4907
C -0.2264 0.1634 0.8353
O 0.0067 -1.1468 0.3335
H 0.3693 1.7172 -0.7187
H 0.5649 0.4570 1.5401
H -1.1906 0.1751 1.3500

natural (NBO) atomic charge list, values in e, 2 entries: number 1, O, carries -0.27; number 2, N, carries 0.42



--- 2 ---
Here is an isolated molecule of C2H3NO2 from the Open Molecules 2025 dataset. Energies are from ωB97M-V/def2-TZVPD.

Results
Frontier orbital gap (eV): 10.979
LUMO energy (eV): 0.5
SMILES: O=CNC=O
Net charge: 0
HOMO energy (eV): -10.43

Atoms and positions in Å:
O -1.6708 0.3401 1.0319
C -1.1607 -0.5650 0.4330
N 0.0023 -0.5285 -0.2714
C 0.8777 0.5117 -0.3237
O 1.9676 0.3543 -0.8674
H -1.5911 -1.6203 0.6070
H 0.2615 -1.4061 -0.7560
H 0.6371 1.4916 0.0774

natural (NBO) atomic charge list, values in e, 2 entries: number 1, O, carries -0.55; number 2, C, carries 0.54



--- 3 ---
Here is an isolated molecule of C2H3NO2 from the Open Molecules 2025 dataset. Energies are from ωB97M-V/def2-TZVPD.

Results
Frontier orbital gap (eV): 12.302
LUMO energy (eV): 0.5
SMILES: N#CC(O)O
Net charge: 0
HOMO energy (eV): -11.81

Atoms and positions in Å:
N -2.3837 -0.0464 0.1118
C -1.2849 -0.1050 -0.1848
C 0.1287 0.0377 -0.3621
O 0.6120 -1.1286 0.2000
O 0.6597 1.1685 0.2671
H 0.2119 0.1149 -1.3948
H 1.5396 -1.1019 0.1241
H 0.5167 1.0608 1.2387

natural (NBO) atomic charge list, values in e, 2 entries: number 1, N, carries -0.27; number 2, C, carries 0.22



2 takes first place; second place is 0.0396 hartree up.



--- 1 ---
Here is an isolated molecule of C12H18N2O from the Open Molecules 2025 dataset. Energies are from ωB97M-V/def2-TZVPD.

Results
Frontier orbital gap (eV): 9.681
LUMO energy (eV): 0.6
SMILES: CCCCCC/C(=N/O)c1ccccn1
Net charge: 0
HOMO energy (eV): -9.11

Atoms and positions in Å:
C -4.8588 -0.0340 -1.0384
C -3.4295 0.2591 -0.5978
C -2.6909 -1.0166 -0.1982
C -1.2189 -0.7843 0.1413
C -1.0152 0.0300 1.4164
C 0.4680 0.1342 1.7780
C 1.2584 0.8897 0.7429
N 0.7849 2.0189 0.4054
O 1.4359 2.7725 -0.5710
C 2.4740 0.2343 0.2217
C 3.5638 0.9486 -0.2783
C 4.6605 0.2467 -0.7491
C 4.6391 -1.1377 -0.7180
C 3.5123 -1.7569 -0.1942
N 2.4703 -1.0991 0.2672
H -5.3718 0.8842 -1.3157
H -4.8653 -0.7030 -1.8965
H -5.4159 -0.5079 -0.2328
H -2.8900 0.7441 -1.4145
H -3.4512 0.9518 0.2447
H -2.7504 -1.7269 -1.0269
H -3.1931 -1.4702 0.6599
H -0.7263 -1.7517 0.2628
H -0.7320 -0.2730 -0.6915
H -1.5467 -0.4498 2.2412
H -1.4128 1.0358 1.2871
H 0.5702 0.6527 2.7344
H 0.9007 -0.8617 1.8698
H 0.8437 3.5259 -0.7066
H 3.5548 2.0255 -0.2874
H 5.5195 0.7761 -1.1362
H 5.4704 -1.7211 -1.0824
H 3.4424 -2.8362 -0.1374

natural (NBO) atomic charge list, values in e, 2 entries: number 1, C, carries -0.60; number 2, C, carries -0.39



--- 2 ---
Here is an isolated molecule of C12H18N2O from the Open Molecules 2025 dataset. Energies are from ωB97M-V/def2-TZVPD.

Results
Frontier orbital gap (eV): 8.166
LUMO energy (eV): 0.8
SMILES: CCOc1ccccc1N1CCNCC1
Net charge: 0
HOMO energy (eV): -7.38

Atoms and positions in Å:
C -3.5019 -1.8448 0.7233
C -3.0604 -1.0769 -0.6764
O -1.6056 -0.7584 -0.8115
C -1.1391 0.5550 -0.3535
C -2.1309 1.4725 0.0198
C -1.6496 2.8654 0.2391
C -0.2258 3.0260 0.3556
C 0.6359 1.9465 0.1941
C 0.1963 0.7580 -0.5136
N 1.0463 -0.2577 -0.6992
C 0.9800 -1.5686 -0.0180
C 2.3326 -1.7320 0.6900
N 2.9513 -0.3195 1.0606
C 3.4113 0.3572 -0.2463
C 2.2745 0.1296 -1.3435
H -3.2134 -3.0507 0.9554
H -4.6969 -1.7306 0.8814
H -3.1057 -1.1589 1.7232
H -3.7816 -0.2845 -0.9730
H -3.2743 -1.9158 -1.4293
H -3.1692 1.1619 0.1488
H -2.3491 3.6282 0.2334
H 0.0521 3.9458 0.7867
H 1.6613 2.2175 0.2985
H 0.9180 -2.4675 -0.6679
H 0.1913 -1.3942 0.7021
H 2.1454 -2.1461 1.6172
H 3.1482 -2.3001 0.1534
H 2.3594 0.2576 1.7571
H 4.2925 -0.1278 -0.7159
H 3.4066 1.5230 -0.1827
H 2.2678 1.0078 -2.0417
H 2.6327 -0.7180 -1.8674

natural (NBO) atomic charge list, values in e, 2 entries: number 1, C, carries -0.68; number 2, C, carries -0.09



1 takes first place; second place is 0.1499 hartree up.



--- 1 ---
Here is a cluster of 3 separate species, CH7O3 in total from the Open Molecules 2025 dataset. Energies are from ωB97M-V/def2-TZVPD.

Results
Frontier orbital gap (eV): 8.064
LUMO energy (eV): 4.5
Net charge: -1
HOMO energy (eV): -3.52

Atoms and positions in Å:
C 0.7487 -1.3205 0.3457
O 0.2145 -0.1989 -0.1918
H 0.6288 -1.4837 1.4595
H 1.8564 -1.3221 0.2485
H 0.4446 -2.3223 -0.0180
H -1.3206 -0.2769 -0.6377
H -2.2155 -0.0326 -1.8446
O -2.2315 -0.4833 -1.0032
H 0.5858 2.4252 0.7585
H 1.0878 1.0911 0.3366
O 1.3564 1.8664 0.9082

natural (NBO) atomic charge list, values in e, 2 entries: number 1, C, carries -0.20; number 2, O, carries -0.96



--- 2 ---
Here is a structure of composition CH7O3 from the Open Molecules 2025 dataset. Energies are from ωB97M-V/def2-TZVPD.

Results
Frontier orbital gap (eV): 8.510
LUMO energy (eV): 4.5
Net charge: -1
HOMO energy (eV): -4.02

Atoms and positions in Å:
C -0.4478 -1.0377 0.1300
O -0.9288 0.2330 -0.0923
H -1.2278 -1.7252 0.0698
H 0.4386 -1.3317 -0.4161
H -0.1327 -1.1388 1.1985
H -0.1966 0.4949 -1.3545
H 1.0860 0.7089 -2.0245
O 0.2025 0.4497 -2.3010
H 0.4915 0.9673 2.4006
H 0.1837 0.8000 0.7583
O 0.5316 1.5795 1.6311

natural (NBO) atomic charge list, values in e, 2 entries: number 1, C, carries -0.24; number 2, O, carries -0.88



--- 3 ---
Here is a structure of composition CH7O3 from the Open Molecules 2025 dataset. Energies are from ωB97M-V/def2-TZVPD.

Results
Frontier orbital gap (eV): 8.436
LUMO energy (eV): 4.5
Net charge: -1
HOMO energy (eV): -3.91

Atoms and positions in Å:
C 1.0190 0.4354 1.3284
O -0.1159 -0.2119 0.8231
H 1.4145 0.0059 2.2606
H 1.6655 0.4935 0.4309
H 0.8619 1.5101 1.6054
H 0.2890 -1.1541 -0.8501
H -1.0322 -1.8217 -0.7565
O -0.2324 -1.8544 -1.2873
H -0.5103 2.2168 -0.2820
H -0.4924 0.5672 -0.0724
O -0.7226 1.4468 -0.8467

natural (NBO) atomic charge list, values in e, 2 entries: number 1, C, carries -0.24; number 2, O, carries -0.90



1 takes first place; second place is 0.0178 hartree up.